DFT (ωB97M-V/def2-TZVPD) results for C36H46CsN6O2S3 as an isolated structure at a distorted geometry.

```
94
Properties=species:S:1:pos:R:3:mulliken_charge:R:1
Cs 0.22 0.12 -0.54 1.42
N -3.23 0.51 -2.35 -0.12
C -4.23 1.33 -3.05 -1.01
C -4.00 2.81 -2.78 -1.01
N -3.66 3.10 -1.40 1.28
C -2.99 4.38 -1.20 -1.41
C -1.63 4.25 -0.54 -0.81
N -0.78 3.32 -1.32 -0.11
C -4.72 2.80 -0.46 -1.01
C -4.23 2.65 0.97 -0.73
N -3.01 1.83 1.02 0.04
H -2.30 0.90 -2.49 -0.10
H -3.21 -0.43 -2.72 0.14
H -5.22 1.03 -2.73 0.47
H -4.20 1.21 -4.13 0.43
H -4.88 3.37 -3.13 0.25
H -3.15 3.13 -3.40 0.53
H -3.62 5.06 -0.60 0.31
H -2.87 4.86 -2.17 0.54
H -1.76 3.84 0.46 0.38
H -1.20 5.25 -0.45 0.48
H 0.12 3.23 -0.88 0.09
H -0.59 3.69 -2.25 0.12
H -5.15 1.84 -0.76 0.28
H -5.53 3.55 -0.49 0.33
H -5.05 2.22 1.54 0.41
H -4.03 3.64 1.41 0.30
H -2.91 1.24 0.20 -0.10
H -2.94 1.29 1.86 0.00
C -0.68 -1.79 -3.98 -1.27
C 0.41 -1.11 -3.17 0.17
N 0.55 0.15 -3.37 -0.32
N 1.49 0.81 -2.60 0.16
C 1.78 2.03 -2.99 -0.29
S 1.44 2.91 -4.41 -0.44
S 2.73 2.86 -1.64 -0.21
C 4.35 2.77 -2.43 -1.18
C 4.94 1.38 -2.59 0.65
C 4.99 0.46 -1.53 0.02
C 5.55 -0.80 -1.71 -0.51
C 6.05 -1.17 -2.96 -0.42
C 5.99 -0.28 -4.02 -0.63
C 5.43 0.99 -3.83 -0.36
C 1.23 -2.03 -2.29 0.99
C 2.53 -2.36 -2.69 -0.19
C 3.26 -3.37 -2.09 -0.85
C 2.64 -4.11 -1.08 -0.66
C 1.36 -3.78 -0.64 -0.87
C 0.63 -2.69 -1.18 0.33
O -0.52 -2.32 -0.72 -1.18
H -1.67 -1.42 -3.70 -0.09
H -0.67 -2.87 -3.84 0.34
H -0.54 -1.57 -5.04 0.41
H 5.01 3.40 -1.85 0.42
H 4.23 3.23 -3.41 0.35
H 4.56 0.74 -0.58 0.29
H 5.56 -1.50 -0.89 0.33
H 6.47 -2.16 -3.10 0.40
H 6.36 -0.57 -4.99 0.34
H 5.36 1.67 -4.67 0.29
H 2.96 -1.81 -3.52 0.43
H 4.27 -3.60 -2.42 0.44
H 3.16 -4.94 -0.61 0.39
H 0.90 -4.39 0.12 0.50
O -0.55 -0.61 1.54 -0.63
S -1.50 -1.77 1.46 0.82
C -0.64 -3.15 2.35 -1.45
C 0.59 -2.67 3.10 0.07
C 1.72 -2.25 2.40 0.49
C 2.83 -1.76 3.08 -0.98
C 2.83 -1.68 4.47 -0.56
C 1.71 -2.11 5.18 -0.69
C 0.60 -2.60 4.49 -0.55
C -2.74 -1.44 2.78 -1.75
C -2.24 -1.09 4.15 0.71
C -2.57 -1.89 5.24 -0.37
C -2.09 -1.61 6.52 -0.56
C -1.26 -0.51 6.72 -0.38
C -0.93 0.30 5.64 -0.83
C -1.41 0.02 4.37 0.11
H -0.40 -3.86 1.56 0.45
H -1.37 -3.59 3.03 0.60
H 1.75 -2.32 1.31 0.43
H 3.70 -1.43 2.51 0.51
H 3.70 -1.29 4.99 0.38
H 1.70 -2.06 6.26 0.40
H -0.27 -2.91 5.05 0.68
H -3.37 -2.34 2.80 0.55
H -3.34 -0.64 2.32 0.57
H -3.21 -2.75 5.09 0.33
H -2.36 -2.25 7.35 0.37
H -0.88 -0.29 7.70 0.41
H -0.27 1.16 5.78 0.39
H -1.12 0.64 3.52 0.34
```

Lowest unoccupied orbital energy (eV): 1.91
HOMO level (eV): -4.180
Frontier orbital gap (eV): 6.09
Calculated total energy (eV): -84167.0404
Strongest force on any atom (eV/A): 3.71
Charge: -1
Energy relative to the best compared isomer or geometry (same formula, charge and spin) (kJ/mol): 309.9

---

DFT (ωB97M-V/def2-TZVPD) results for C36H47As3P2PtS2 as an isolated structure.

```
91
Properties=species:S:1:pos:R:3:mulliken_charge:R:1
Pt 0.91 -0.03 -0.27 0.77
S -2.54 -2.29 0.06 -0.56
P -2.53 -0.33 0.23 1.63
C -0.99 0.44 0.55 -0.45
P -0.76 2.13 0.34 0.56
S 1.28 2.20 0.48 -0.84
C -1.16 2.94 -1.26 0.74
C -0.45 2.57 -2.40 -0.59
C -0.72 3.17 -3.62 -0.76
C -1.69 4.16 -3.72 -0.50
C -2.40 4.53 -2.59 -0.73
C -2.14 3.92 -1.37 -0.14
C -1.42 3.36 1.50 -0.03
C -2.42 3.10 2.43 0.28
C -2.88 4.11 3.26 -0.72
C -2.34 5.38 3.19 -0.48
C -1.32 5.65 2.28 -0.76
C -0.87 4.65 1.44 -0.63
C -3.67 -0.03 1.62 0.10
C -3.13 -0.18 2.90 -0.41
C -3.94 -0.11 4.02 -0.49
C -5.31 0.10 3.88 -0.57
C -5.86 0.20 2.61 -0.75
C -5.05 0.13 1.48 -0.36
C -3.32 0.39 -1.26 0.21
C -4.15 1.50 -1.24 0.20
C -4.68 2.00 -2.42 -1.00
C -4.36 1.41 -3.64 -0.64
C -3.50 0.32 -3.67 -0.80
C -2.99 -0.18 -2.49 -0.50
H 0.31 1.80 -2.33 0.16
H -0.16 2.87 -4.50 0.44
H -1.89 4.63 -4.67 0.39
H -3.17 5.29 -2.66 0.44
H -2.71 4.22 -0.50 0.38
H -2.84 2.11 2.50 0.31
H -3.67 3.90 3.97 0.46
H -2.70 6.17 3.84 0.38
H -0.88 6.64 2.22 0.40
H -0.08 4.86 0.72 0.34
H -2.06 -0.33 3.00 0.32
H -3.51 -0.22 5.00 0.41
H -5.94 0.15 4.75 0.39
H -6.93 0.33 2.49 0.42
H -5.50 0.15 0.50 0.50
H -4.37 2.01 -0.31 0.58
H -5.33 2.87 -2.39 0.43
H -4.78 1.81 -4.56 0.38
H -3.24 -0.13 -4.61 0.43
H -2.33 -1.05 -2.51 0.15
C 3.74 1.28 -2.19 -1.24
As 3.24 -0.04 -0.85 0.70
C 4.32 0.57 0.65 -1.49
C 4.20 -1.58 -1.51 -2.00
C 3.83 -2.91 -0.87 2.43
C 4.81 -3.96 -1.42 -2.22
C 2.42 -3.32 -1.30 -2.30
As 0.76 -2.45 -0.65 0.75
C -0.30 -3.34 -2.02 -1.32
C 0.56 -3.47 1.00 -1.15
C 3.96 -2.82 0.66 -1.37
As 3.86 -4.54 1.64 0.21
C 3.60 -3.72 3.40 -1.12
C 5.79 -4.86 1.83 -1.16
H 4.82 1.39 -2.23 0.46
H 3.28 2.23 -1.92 0.35
H 3.37 0.96 -3.16 0.39
H 5.36 0.27 0.52 0.48
H 3.92 0.16 1.57 0.31
H 4.26 1.65 0.70 0.51
H 5.27 -1.36 -1.37 0.63
H 4.02 -1.63 -2.59 0.49
H 4.78 -3.98 -2.51 0.44
H 4.56 -4.96 -1.06 0.48
H 5.83 -3.73 -1.11 0.43
H 2.26 -4.37 -1.05 0.71
H 2.37 -3.26 -2.39 0.57
H -0.19 -4.42 -1.90 0.42
H 0.11 -3.04 -2.98 0.39
H -1.35 -3.08 -1.94 0.43
H 1.13 -4.40 0.93 0.47
H -0.49 -3.65 1.17 0.66
H 0.94 -2.85 1.81 0.01
H 3.16 -2.19 1.06 -0.05
H 4.91 -2.35 0.93 1.01
H 2.60 -3.32 3.47 0.25
H 4.33 -2.92 3.57 0.36
H 3.72 -4.48 4.17 0.43
H 6.19 -5.32 0.93 0.35
H 5.94 -5.55 2.66 0.43
H 6.32 -3.94 2.04 0.34
```

Lowest unoccupied orbital energy (eV): 0.28
HOMO level (eV): -6.917
Frontier orbital gap (eV): 7.20
Calculated total energy (eV): -264107.3197
Strongest force on any atom (eV/A): 0.90
Energy relative to the best compared isomer or geometry (same formula, charge and spin) (kJ/mol): 38.5

---

DFT (ωB97M-V/def2-TZVPD) results for C36H47Br2F8N2O22 as an isolated structure at a distorted geometry.

```
117
Properties=species:S:1:pos:R:3:mulliken_charge:R:1
C 4.91 2.87 1.85 -1.31
C 5.62 2.60 0.55 0.56
N 6.33 3.45 -0.09 -0.64
C 5.52 1.20 -0.03 -0.74
C 4.52 1.00 -1.17 -0.13
C 4.14 -0.49 -1.38 -1.31
C 2.60 -0.63 -1.22 -0.19
C 2.00 -0.90 0.14 -0.71
Br 3.17 -1.26 1.58 -0.11
C 0.70 -0.96 0.46 1.00
C 0.08 -1.18 1.80 -1.50
Br -0.61 -0.84 -0.90 -0.07
C 2.20 0.75 -1.74 -0.54
C 2.33 0.85 -3.29 0.06
C 1.04 1.25 -3.99 -1.61
F 3.35 1.76 -3.62 -0.37
N 3.16 1.62 -0.99 0.38
C 2.96 3.10 -1.20 -0.90
C 1.94 3.65 -0.20 -0.08
C 1.43 5.04 -0.63 -0.77
O 2.17 5.57 -1.72 -0.48
H 4.44 3.86 1.82 0.34
H 5.62 2.85 2.68 0.38
H 4.14 2.13 2.06 0.27
H 6.36 4.36 0.39 0.30
H 5.32 0.50 0.79 0.27
H 6.49 0.95 -0.45 0.44
H 4.98 1.36 -2.08 0.54
H 4.33 -0.71 -2.44 0.42
H 4.74 -1.20 -0.82 0.57
H 2.30 -1.40 -1.94 0.55
H -0.23 -2.22 1.92 -0.02
H 0.76 -0.88 2.60 0.67
H -0.82 -0.57 1.90 0.48
H 1.20 1.10 -1.47 0.89
H 2.66 -0.11 -3.68 0.67
H 1.24 2.16 -4.57 0.43
H 0.71 0.50 -4.70 0.35
H 0.23 1.49 -3.29 0.35
H 2.97 1.47 0.01 0.41
H 2.59 3.25 -2.21 0.48
H 3.92 3.61 -1.11 0.36
H 1.09 2.96 -0.15 0.13
H 2.38 3.67 0.80 0.21
H 0.38 4.96 -0.92 0.30
H 1.44 5.72 0.23 0.41
H 2.77 6.25 -1.39 0.32
C 0.69 -5.77 3.14 -0.26
C 0.91 -4.96 1.88 0.43
O -0.41 -4.60 1.51 -0.16
C -1.18 -4.59 2.64 0.62
O -2.26 -4.09 2.70 -0.23
O -0.52 -5.18 3.65 -0.39
F 1.48 -5.67 0.88 -0.31
H 0.52 -6.82 2.90 0.30
H 1.49 -5.69 3.87 0.12
H 1.47 -4.04 2.02 0.15
C -3.59 -3.79 1.42 -0.16
C -3.10 -3.81 -0.01 1.02
O -4.31 -3.83 -0.75 -0.42
C -5.27 -3.23 0.00 0.40
O -6.32 -2.85 -0.39 -0.53
O -4.82 -3.09 1.28 -0.24
F -2.37 -4.91 -0.31 -0.31
H -3.76 -4.79 1.81 0.06
H -2.93 -3.25 2.10 0.03
H -2.53 -2.91 -0.27 -0.17
C 2.33 -6.30 8.72 -0.41
C 1.49 -5.13 8.23 0.31
O 2.05 -4.88 6.95 -0.27
C 2.59 -6.04 6.49 0.65
O 2.92 -6.23 5.36 -0.58
O 2.68 -6.94 7.48 -0.32
F 1.63 -4.03 9.00 -0.27
H 3.23 -5.95 9.21 0.29
H 1.79 -6.98 9.36 0.27
H 0.43 -5.34 8.11 0.28
C -5.77 0.04 4.35 -0.31
C -5.10 -0.54 3.13 1.03
O -3.73 -0.22 3.34 -0.33
C -3.53 -0.13 4.69 0.69
O -2.46 -0.11 5.21 -0.55
O -4.72 -0.08 5.33 -0.36
F -5.51 0.05 1.98 -0.33
H -6.02 1.09 4.22 0.26
H -6.65 -0.51 4.66 0.15
H -5.20 -1.61 3.02 -0.16
C -8.41 -4.67 3.70 -0.37
C -7.30 -4.04 4.51 0.20
O -7.65 -2.67 4.48 -0.22
C -9.01 -2.58 4.32 0.60
O -9.63 -1.58 4.49 -0.49
O -9.50 -3.77 3.95 -0.35
F -6.08 -4.20 3.94 -0.19
H -8.17 -4.65 2.64 0.27
H -8.67 -5.68 4.01 0.29
H -7.25 -4.37 5.55 0.23
C 0.19 5.86 -4.37 0.01
C -0.75 7.00 -4.72 0.33
O -0.77 6.93 -6.14 -0.31
C -0.50 5.65 -6.51 0.56
O -0.67 5.21 -7.60 -0.54
O -0.02 4.95 -5.45 -0.28
F -0.27 8.20 -4.33 -0.28
H 1.23 6.19 -4.37 0.23
H -0.04 5.38 -3.42 -0.12
H -1.77 6.89 -4.35 0.32
C 0.90 5.18 -10.36 -0.25
C 1.58 4.05 -11.10 0.33
O 2.78 4.65 -11.55 -0.31
C 3.09 5.66 -10.69 0.65
O 4.14 6.20 -10.64 -0.50
O 2.03 5.94 -9.90 -0.30
F 0.86 3.62 -12.17 -0.28
H 0.31 5.78 -11.04 0.26
H 0.30 4.86 -9.51 0.19
H 1.83 3.18 -10.49 0.27
```

Lowest unoccupied orbital energy (eV): -2.37
HOMO level (eV): -11.313
Frontier orbital gap (eV): 8.95
Calculated total energy (eV): -247934.4795
Strongest force on any atom (eV/A): 12.09
Charge: +1